DFT (ωB97M-V with the def2-TZVPD basis set) results for C22H11Cl6N4NiOS as an isolated structure.

```
! RIJCOSX wB97M-V def2-TZVPD def2/J DEFGRID3
* xyz 1 1
C -0.3267 -3.2843 -0.8927
H 6.5701 -1.3413 1.2692
H -1.1789 3.2075 -3.2208
O -2.9189 0.0071 -3.4735
C -0.1581 -0.7776 5.8167
Cl -0.0407 -4.7135 -1.7262
C -0.4301 -1.8923 6.5561
C 0.1666 0.3550 0.0304
C 1.5102 2.4824 -1.5623
C 4.7849 -2.3488 0.6183
H 3.0030 4.0823 -1.8168
H 4.2003 2.0576 -0.8329
C 5.5426 -1.1825 0.9744
N 1.5694 0.5613 -0.0219
H -0.2478 -4.0243 6.6600
H 0.6928 -0.1361 4.0580
H 0.9431 -4.1971 4.5047
C 0.5553 -2.0773 -0.9990
C 2.5174 -0.1399 0.7168
C 3.9458 -3.2222 0.2604
C 2.0438 3.6444 -2.0374
N 0.4933 -0.9364 4.6465
Cl -1.2598 -1.7441 8.0582
C 0.9275 -2.0897 4.0921
Cl 1.2731 -1.7218 -2.5620
C -0.2604 -0.9682 -0.3296
N 3.4914 1.4942 -0.3944
S 0.9260 4.4377 -3.0431
C 5.0824 0.0703 0.8530
C 2.1734 1.5471 -0.6827
C -0.0277 -3.1411 6.0731
H 1.3812 -2.2945 -0.3099
C 3.7354 0.4262 0.4511
C -2.1314 0.3176 -2.7259
C 0.6356 -3.2260 4.8691
N 0.2178 2.2363 -1.9917
H 5.7841 0.8825 0.9998
Ni -0.8429 0.6632 -1.4740
Cl -2.3837 -0.9613 1.4131
C -0.1957 3.1970 -2.7769
Cl 1.9178 -1.1719 2.0685
C -1.2975 -1.6309 0.3142
H 5.2989 -3.4097 0.3688
H -0.4350 0.2202 6.1235
C -1.3353 -3.0310 -0.0327
Cl -2.4961 -4.1389 0.5265
*
```

LUMO (alpha / beta): -3.602 / -3.821 eV
gap between HOMO and LUMO (alpha / beta): 6.269 / 6.305 eV
HOMO level (alpha / beta): -9.87 / -10.13 eV

DFT (ωB97M-V with the def2-TZVPD basis set) results for C22H12Cl2F6N4O9S2V as an isolated structure.

```
! RIJCOSX wB97M-V def2-TZVPD def2/J DEFGRID3
* xyz 1 1
C 0.5756 -1.8518 -2.0802
C -4.1265 -4.1590 1.0250
C -0.4436 -5.4391 -2.8876
O 0.6903 -0.2151 1.7287
C -2.2452 -2.7589 0.5846
N -0.2232 0.9761 -1.9406
O -1.2085 -0.1880 0.0139
C -2.7002 1.4797 -4.2690
O 1.1495 -3.8075 -3.3859
O 1.1136 -1.1099 -1.0347
F 3.5418 -0.3827 4.2026
H 2.5150 -2.7419 -2.2262
C 1.6365 -2.6201 -2.8483
O 3.0777 3.4199 0.5098
N 2.3691 1.6330 2.1685
C -2.7707 -4.0228 0.7535
C -4.4275 -1.7927 1.0012
C -0.5470 2.4277 -5.0904
O -3.1904 0.7368 0.5843
H -5.0532 -0.9150 1.1014
C -0.7158 1.3412 -2.9374
C 1.0198 -6.4510 -0.8009
Cl -4.8001 -5.7330 1.1896
C -2.6183 -0.2843 0.4806
F 0.4820 4.2500 1.7441
H 1.6065 -6.8825 0.0034
H -6.0028 -3.1901 1.3991
H 3.5372 -4.7252 -1.9847
C -4.9558 -3.0539 1.1653
Cl -0.7205 -8.4435 -0.2742
F 0.1146 3.5655 -0.2792
F 1.8036 -1.6631 3.9661
N -3.8232 1.2523 -4.4015
C 1.5195 -5.3384 -1.4847
C -1.3073 1.7508 -4.0874
O 1.7908 1.3790 -0.2461
H 2.8694 -3.8694 -0.5871
F 1.5560 0.3959 4.6108
H 3.3765 -5.5387 -0.4333
C 0.7520 -4.8423 -2.5328
C -0.1709 -7.0452 -1.1543
H -2.1454 -4.9004 0.6694
N 0.0682 2.9747 -5.8979
V 0.2951 0.3341 -0.3056
S 2.1520 2.4178 0.8571
F -0.3879 2.2706 1.3880
C 0.4784 3.2249 0.9526
C 2.2729 -0.4347 3.8794
O 3.0915 -0.6811 1.3358
S 2.1286 0.0361 2.0985
H 1.9050 -1.9936 -3.7002
H -0.9919 -5.0221 -3.7243
C 2.8971 -4.8302 -1.1063
H -1.8493 -7.0201 -2.4861
C -3.0740 -1.6427 0.6977
H -1.1904 -2.6485 0.3828
C -0.9165 -6.5481 -2.2048
O -0.5852 -1.8261 -2.3540
*
```

LUMO (alpha / beta): -7.485 / -7.486 eV
gap between HOMO and LUMO (alpha / beta): 3.705 / 3.705 eV
HOMO level (alpha / beta): -11.19 / -11.19 eV

DFT (ωB97M-V with the def2-TZVPD basis set) results for C22H13BaCl2F5N2O2S as an isolated structure.

```
! RIJCOSX wB97M-V def2-TZVPD def2/J DEFGRID3
* xyz 0 1
H 4.6082 -4.9084 0.1224
C -0.3031 7.5823 0.1857
O 0.1868 1.1316 1.1275
C 1.2069 -3.0649 0.2842
N 0.0726 -1.1740 1.3440
C -2.2782 1.8565 -4.5734
C -2.5195 -5.2267 0.4507
C 1.1081 5.7112 0.1676
C 3.6583 -4.3921 0.1699
F 2.9579 8.5293 1.4463
F -1.4727 8.1836 -0.0335
H 3.1525 -5.1591 2.1118
C 2.0235 -2.9331 -0.8306
C -1.2498 -3.2192 0.8456
C -0.4974 -1.5370 -0.8627
N -0.4459 -0.1978 -0.6266
C -1.4677 -4.3887 0.1216
F 0.5296 9.6450 0.9570
H -0.8138 -4.6336 -0.7054
H -3.8033 -3.4891 3.0533
C 0.7244 8.3510 0.6989
H 3.8691 -3.4920 -1.7629
C -0.0401 -0.0082 0.6596
C -2.0996 -2.8999 1.8958
Cl -1.5972 0.5538 -3.5878
C 1.9653 7.7888 0.9502
H 0.9776 -4.0093 2.1988
C 1.6238 -3.8771 1.3380
C -0.1549 6.2222 -0.1053
H -4.1817 -5.5689 1.7671
O -0.7894 -2.0801 -1.9067
H -3.3361 1.6687 -4.7081
C 3.2441 -3.5964 -0.8852
H 0.6359 -1.2202 2.1774
C 2.8426 -4.5319 1.2859
H -1.9425 -1.9870 2.4544
Ba -0.3354 2.4714 -1.0600
H -2.6828 -6.1321 -0.1195
F 1.3641 4.3873 -0.0806
Cl -2.0969 3.4355 -3.7733
F 3.3419 5.8756 0.9069
C -0.1056 -2.3045 0.4367
C -3.3632 -4.9098 1.5084
H -1.7530 1.8947 -5.5196
C 2.1568 6.4489 0.6787
H 1.7032 -2.3331 -1.6720
C -3.1508 -3.7459 2.2286
S -1.4727 5.2828 -0.7600
*
```

LUMO: -0.519 eV
gap between HOMO and LUMO: 7.258 eV
HOMO level: -7.78 eV

| no. | total energy (Eh) | F_max (eV/A) |
| --- | --- | --- |
| 1 | -5806.35281 | 1.53 |
| 2 | -5001.34242 | 3.45 |
| 3 | -2949.66651 | 0.12 |